Below is a structure of composition C4H81B3BrNO42, with properties calculated with ωB97M-V/def2-TZVPD.

Geometry as XYZ:
```
132
C4H81B3BrNO42 | the OMol25 dataset | ωB97M-V/def2-TZVPD
C -2.72 0.57 0.24
C -1.27 -0.01 0.02
C -0.35 0.16 1.28
Br -0.96 1.73 2.36
B -0.44 -1.11 2.22
O -1.34 -2.19 2.00
B -2.30 -1.99 3.05
O -3.65 -2.22 2.71
O -1.93 -1.54 4.33
B -0.59 -1.15 4.43
O -0.09 -0.56 5.65
C -0.17 0.75 5.55
N -0.21 1.88 5.50
O 0.34 -1.26 3.40
H -3.15 0.30 1.23
H -2.62 1.67 0.08
H -3.38 0.14 -0.53
H -1.40 -1.08 -0.27
H -0.83 0.48 -0.88
H 0.70 0.40 0.98
H -3.97 -1.43 2.23
O 2.15 -0.39 7.64
H 1.74 -0.05 8.44
H 1.44 -0.38 6.99
O -3.56 3.22 -0.81
H -3.21 4.03 -0.41
H -4.32 3.53 -1.32
O -4.01 0.79 -2.48
H -3.66 1.60 -2.09
H -4.77 1.08 -3.00
O -5.89 0.31 0.19
H -5.93 -0.39 -0.47
H -6.71 0.20 0.69
O 2.80 2.66 4.99
H 2.76 3.16 5.82
H 1.91 2.29 4.89
O -0.35 -3.88 -0.67
H -0.47 -3.41 0.16
H -1.24 -4.19 -0.90
O -7.00 2.88 -0.65
H -6.25 2.32 -0.41
H -6.93 3.62 -0.04
O 2.84 0.79 -0.08
H 3.46 1.04 0.63
H 3.37 0.85 -0.88
O -0.49 1.04 -2.99
H 0.16 1.11 -3.69
H -1.04 0.29 -3.26
O 4.22 2.71 1.55
H 4.75 3.41 1.15
H 4.02 3.04 2.43
O -2.56 -6.07 -1.54
H -3.30 -6.26 -2.13
H -1.93 -6.78 -1.72
O -0.25 -5.85 -3.62
H -0.49 -5.36 -4.41
H -0.28 -5.19 -2.91
O -1.62 4.73 0.83
H -1.47 4.93 1.76
H -0.79 4.33 0.54
O 0.72 -3.87 -5.71
H 1.33 -3.61 -5.01
H 1.25 -3.82 -6.52
O 5.51 3.14 3.55
H 5.40 2.39 2.95
H 4.80 3.02 4.20
O 6.31 5.74 2.44
H 5.90 4.86 2.52
H 7.23 5.55 2.23
O 0.06 -2.64 -8.66
H 0.02 -3.34 -9.32
H -0.74 -2.75 -8.14
O 5.18 -0.14 -2.08
H 5.75 0.08 -2.82
H 5.70 -0.77 -1.56
O -1.13 -5.44 1.60
H -1.51 -4.57 1.79
H -0.37 -5.50 2.20
O -4.45 -5.33 1.96
H -3.69 -5.89 2.19
H -4.35 -4.57 2.55
O -7.58 -0.07 -1.81
H -7.23 0.75 -1.43
H -8.34 0.22 -2.33
O -6.23 -5.38 -0.73
H -5.84 -5.36 0.16
H -7.09 -4.96 -0.62
O 5.48 -2.98 -1.21
H 5.43 -3.69 -1.87
H 4.67 -3.09 -0.70
O -1.20 -8.55 1.39
H -2.07 -8.83 1.09
H -1.16 -7.61 1.15
O -1.37 -8.15 -5.25
H -1.01 -7.34 -4.87
H -2.14 -7.86 -5.75
O 0.04 4.18 -3.93
H 0.08 4.36 -4.87
H 0.02 3.22 -3.87
O 5.78 5.50 0.30
H 5.57 6.05 -0.46
H 5.79 6.11 1.05
O 2.55 -3.77 -0.70
H 2.50 -4.48 -1.35
H 1.74 -3.88 -0.18
O 1.33 5.63 -6.33
H 1.93 5.88 -5.62
H 1.87 5.68 -7.12
O 7.48 1.47 2.11
H 8.30 0.97 2.23
H 7.60 2.26 2.65
O 5.33 0.36 4.04
H 5.23 -0.38 3.43
H 4.63 0.24 4.69
O 2.18 -1.96 9.96
H 2.79 -1.87 9.21
H 1.62 -2.71 9.72
O -1.62 7.22 2.31
H -1.84 7.71 1.52
H -1.65 7.87 3.02
O 1.28 3.35 -0.26
H 1.75 2.51 -0.15
H 1.91 3.92 -0.71
O 3.19 -4.50 -5.21
H 2.72 -5.34 -5.26
H 4.12 -4.75 -5.28
O -0.38 6.03 -8.80
H -0.02 6.03 -7.90
H -1.24 6.44 -8.71
O -3.92 8.87 3.08
H -3.95 8.16 2.43
H -4.73 8.76 3.59
```

## Properties
DFT total energy: -6064.6755 hartree
Kohn-Sham gap: 0.351 hartree
HOMO energy: -9.93 eV

---

Below is a structure of composition C13H37O6PdS5, with properties calculated with ωB97M-V/def2-TZVPD.

Geometry as XYZ:
```
62
C13H37O6PdS5 | the OMol25 dataset | ωB97M-V/def2-TZVPD
Pd -0.18 -0.28 0.40
C -1.48 0.24 -3.14
C -2.38 0.25 -1.90
C -3.80 -0.15 -2.31
O -1.86 -0.52 -0.88
H -0.50 0.69 -3.02
H -1.95 0.81 -3.96
H -1.39 -0.78 -3.52
H -2.52 1.31 -1.57
H -4.44 -0.21 -1.43
H -3.84 -1.16 -2.73
H -4.24 0.53 -3.04
C 3.75 -0.37 -2.49
S 2.29 -1.27 -2.00
O 1.34 -0.34 -1.30
C 1.67 -1.71 -3.62
H 4.51 -1.01 -2.93
H 4.16 0.13 -1.61
H 3.54 0.47 -3.17
H 0.69 -2.18 -3.50
H 2.37 -2.39 -4.09
H 1.58 -0.85 -4.29
C 0.93 4.40 0.28
S 1.45 2.76 -0.27
O 0.52 1.77 0.38
C 0.96 2.97 -1.98
H 1.46 5.16 -0.30
H 1.16 4.54 1.33
H -0.12 4.53 0.01
H 0.92 2.00 -2.46
H 1.77 3.54 -2.44
H 0.01 3.50 -2.08
C -1.12 -4.79 1.38
S -0.56 -3.32 2.26
O -0.42 -2.24 1.23
C -2.13 -3.04 3.10
H -1.51 -5.51 2.10
H -0.31 -5.25 0.81
H -1.93 -4.52 0.70
H -2.34 -3.88 3.77
H -2.94 -3.06 2.38
H -2.05 -2.19 3.77
C -1.48 2.57 3.43
S -2.42 1.15 2.78
O -1.46 0.31 2.01
C -3.50 2.04 1.64
H -1.03 3.06 2.57
H -0.71 2.22 4.11
H -2.20 3.28 3.83
H -2.92 2.44 0.81
H -4.09 2.77 2.18
H -4.10 1.23 1.23
C 3.97 0.22 1.80
S 2.66 -0.76 2.56
O 1.39 -0.26 1.92
C 3.02 -2.34 1.71
H 3.95 0.18 0.71
H 4.97 -0.05 2.15
H 3.69 1.26 2.01
H 2.33 -2.38 0.86
H 2.80 -3.15 2.40
H 4.07 -2.35 1.43
```

## Properties
spin multiplicity: 3
expectation value of S²: 2.00
energy above the lowest of the compared OMol25 structures with the same formula, charge and spin: 0.0 kcal/mol
DFT total energy: -3087.3515 hartree
Kohn-Sham gap (spin up / spin down): 0.289 / 0.280 hartree
net charge: +1
HOMO energy (spin up / spin down): -9.70 / -9.60 eV

---

Below is a cluster of 2 separate species, C4H5ClN2OS in total, with properties calculated with ωB97M-V/def2-TZVPD.

Geometry as XYZ:
```
14
C4H5ClN2OS | the OMol25 dataset | ωB97M-V/def2-TZVPD
C -1.19 1.08 -2.75
C 0.63 -0.30 -0.51
C -0.77 2.23 -2.76
C 0.31 -2.44 1.01
N 0.21 0.68 -0.08
N -0.54 3.53 -2.80
O -0.05 1.80 0.25
S 0.83 -1.97 -0.60
Cl -1.53 -0.52 -2.94
H -0.16 -1.49 1.51
H 1.18 -2.68 1.51
H -0.50 -3.22 1.05
H -0.11 4.08 -2.06
H 0.15 3.65 -3.70
```

## Properties
energy above the lowest of the compared OMol25 structures with the same formula, charge and spin: 109.8 kcal/mol
DFT total energy: -1198.3267 hartree
Kohn-Sham gap: 0.326 hartree
HOMO energy: -8.32 eV

---

Below is a cluster of 2 separate species, C37H62N6O6 in total, with properties calculated with ωB97M-V/def2-TZVPD.

Geometry as XYZ:
```
111
C37H62N6O6 | the OMol25 dataset | ωB97M-V/def2-TZVPD
C 2.39 6.47 4.42
C 0.92 6.57 5.01
C -0.15 5.69 4.26
C 0.19 4.12 4.31
C -1.10 3.37 3.78
C -0.97 1.79 3.68
C -1.06 1.37 2.15
C -0.05 0.27 1.69
C 1.44 0.40 1.85
C 2.13 1.63 2.52
C 2.24 2.82 1.46
O 3.07 3.68 1.72
N 1.41 2.85 0.24
C 1.19 4.30 -0.02
C 2.25 2.21 -0.84
C 2.31 -0.65 1.36
O 3.74 -0.48 1.48
C 4.09 -1.18 2.61
N 4.21 -1.54 3.70
C 1.83 -1.91 0.68
N 2.80 -2.79 0.22
C 2.18 -3.82 -0.40
O 3.04 -4.79 -0.97
C 3.39 -4.21 -2.27
C 4.72 -3.34 -2.21
N 4.49 -1.88 -2.16
C 5.27 -1.11 -3.16
C 5.20 0.40 -2.68
C 6.02 0.66 -1.35
O 5.69 1.31 -3.68
C 0.70 -4.04 -0.55
O 0.19 -5.14 -1.21
C 0.54 -6.40 -0.60
C 0.37 -6.48 0.97
C 1.80 -6.80 1.63
C 1.87 -8.33 2.12
N -0.20 -3.15 -0.08
C 0.37 -2.05 0.54
C -0.55 -0.97 1.06
C -2.10 -1.21 0.86
C -2.70 -0.32 -0.30
O -2.14 -0.33 -1.37
H 2.64 5.44 4.05
H 2.56 7.21 3.58
H 3.11 6.72 5.26
H 0.93 6.36 6.12
H 0.60 7.65 4.86
H -1.20 5.83 4.64
H -0.13 5.96 3.17
H 0.42 3.77 5.36
H 1.08 4.00 3.63
H -1.42 3.87 2.82
H -1.93 3.60 4.53
H -1.90 1.37 4.18
H -0.10 1.36 4.24
H -0.87 2.28 1.50
H -2.13 1.09 1.95
H 3.20 1.42 2.81
H 1.63 1.99 3.45
H 2.06 4.78 -0.54
H 0.26 4.40 -0.67
H 0.95 4.81 0.95
H 3.23 1.90 -0.34
H 1.76 1.26 -1.17
H 2.51 2.92 -1.66
H 2.58 -3.52 -2.65
H 3.50 -5.00 -3.06
H 5.44 -3.55 -3.05
H 5.23 -3.62 -1.24
H 3.50 -1.63 -2.16
H 4.70 -1.16 -4.14
H 6.33 -1.44 -3.24
H 4.13 0.72 -2.45
H 6.19 1.76 -1.18
H 5.46 0.31 -0.42
H 7.05 0.19 -1.39
H 5.67 2.21 -3.31
H -0.17 -7.16 -1.04
H 1.56 -6.73 -0.94
H -0.26 -7.39 1.20
H -0.15 -5.61 1.45
H 2.65 -6.70 0.90
H 2.04 -6.15 2.51
H 2.86 -8.78 1.81
H 1.69 -8.42 3.22
H 1.09 -8.97 1.60
H -2.35 -2.30 0.76
H -2.60 -0.86 1.82
H -3.61 0.31 -0.07
C -8.94 0.47 -4.91
C -7.44 0.32 -4.73
N -6.81 1.42 -4.02
C -5.35 1.39 -4.08
C -4.63 0.22 -3.41
C -7.37 1.73 -2.71
C -7.38 0.63 -1.65
H -9.18 1.41 -5.42
H -9.33 -0.35 -5.52
H -9.47 0.44 -3.96
H -7.00 0.26 -5.73
H -7.24 -0.65 -4.25
H -4.96 2.33 -3.67
H -5.06 1.41 -5.13
H -4.62 0.32 -2.33
H -3.59 0.20 -3.74
H -5.07 -0.75 -3.67
H -8.40 2.07 -2.85
H -6.86 2.61 -2.30
H -7.69 -0.34 -2.06
H -8.08 0.88 -0.86
H -6.40 0.51 -1.18
```

## Properties
energy above the lowest of the compared OMol25 structures with the same formula, charge and spin: 69.9 kcal/mol
SMILES: CCCCCCCc1c(CC(=O)N(C)C)c(OC#N)c2nc(OCCNC[C@@H](C)O)c(OCCCC)nc2c1CC=O.CCN(CC)CC
DFT total energy: -2226.7372 hartree
Kohn-Sham gap: 0.268 hartree
HOMO energy: -8.11 eV